Entry from OMol25: a structure of composition C6H10OS (ωB97M-V/def2-TZVPD).

Results
HOMO energy: -9.0 eV
net charge: 0
frontier orbital gap: 8.2 eV
E_LUMO: -0.8 eV
energy above the lowest of the compared OMol25 structures with the same formula, charge and spin: 206.4 kcal/mol
E_tot: -707.7213 Eh

```
18
C6H10OS (ωB97M-V/def2-TZVPD)
C 1.91585 1.26512 0.78018
C 0.45240 1.21557 0.24984
C -0.17299 -0.24468 0.17510
C 0.13324 -0.85949 -1.26342
C -1.65265 -0.09408 0.10955
C -2.61974 -0.98134 0.62616
H 2.03977 2.30007 1.35770
H 2.33729 0.12055 1.68210
H 2.70634 0.88759 -0.24080
H 0.31567 -0.85266 0.92443
H -0.28154 -1.89785 -1.54456
H -0.27252 0.10850 -1.88991
H 2.07131 -0.96255 -0.10698
H -2.10049 0.60720 -0.67195
H -2.59250 -1.89863 1.34595
H -3.71598 -0.33608 0.65849
O 1.56999 -0.79334 -1.47626
S -0.13346 2.41610 -0.71560
```

Results of the natural (NBO) charge analysis, in e, for atoms 1 through 4: C -0.702; C -0.056; C -0.403; C -0.065

---

Entry from OMol25: a structure of composition C16H31NO4ReSi4Te4 (ωB97M-V/def2-TZVPD).

Results
HOMO energy (spin up / spin down): -7.0 / -7.1 eV
net charge: 0
2S+1: 4
frontier orbital gap (spin up / spin down): 5.4 / 5.6 eV
E_LUMO (spin up / spin down): -1.6 / -1.6 eV
energy above the lowest of the compared OMol25 structures with the same formula, charge and spin: 24.0 kcal/mol
E_tot: -3292.4397 Eh
<S²>: 3.832

```
61
C16H31NO4ReSi4Te4 (ωB97M-V/def2-TZVPD)
Re 0.15354 -1.36138 -1.12451
O 0.97287 -6.34301 -0.42760
C 0.63213 -5.13213 -0.89717
O 1.20682 -4.58571 -1.78710
C -0.58138 -4.58155 -0.22074
C -1.30157 -5.38727 0.64159
C -2.50587 -4.93514 1.16050
C -2.97689 -3.71110 0.74587
C -2.18252 -2.94579 -0.09150
N -0.97306 -3.32637 -0.53263
C -2.70042 -1.61216 -0.59043
O -3.83095 -1.28650 -0.31380
O -1.85389 -0.94866 -1.32344
H 1.73742 -6.64343 -0.93832
H -0.92434 -6.37226 0.86973
H -3.07458 -5.54325 1.85250
H -3.93557 -3.30822 1.04081
Te -1.01176 -1.01063 -5.28734
Te 0.71243 -0.31266 -3.43362
Te 2.71529 -2.12579 -3.70027
Te 2.74999 -1.76915 -1.00083
C 3.52607 0.98489 1.31370
Si 2.54693 1.84769 -0.06298
C 2.39186 3.64491 0.48529
C 3.54171 1.85390 -1.66587
Si 0.39180 0.89718 -0.23584
Si -1.03071 2.52443 -1.26533
C -0.09488 3.33135 -2.68455
C -2.71297 1.99649 -1.86807
C -1.22870 3.80174 0.10785
Si -0.38534 0.42225 1.96346
C 0.49115 1.61903 3.11895
C 0.12270 -1.34157 2.42546
C -2.22546 0.62562 2.24398
H 4.53148 0.71586 0.98131
H 3.04019 0.06722 1.65618
H 3.62379 1.64508 2.18148
H 3.39003 4.04125 0.70280
H 1.79420 3.73120 1.39803
H 1.93919 4.27882 -0.28269
H 4.49431 1.33698 -1.53607
H 3.74895 2.88539 -1.96583
H 3.02375 1.37778 -2.49844
H -0.09179 2.70604 -3.58005
H 0.94356 3.55892 -2.42378
H -0.59009 4.27279 -2.94926
H -2.63322 1.39083 -2.77358
H -3.31278 2.88415 -2.09826
H -3.24958 1.40434 -1.12551
H -0.26515 4.10596 0.52350
H -1.84444 3.41142 0.92359
H -1.72477 4.69919 -0.28149
H 1.57753 1.49836 3.10530
H 0.14352 1.46680 4.14812
H 0.25905 2.65221 2.84184
H 1.17162 -1.53270 2.18511
H -0.48374 -2.08727 1.89925
H -0.01134 -1.52544 3.49662
H -2.48541 1.68830 2.23963
H -2.50308 0.22056 3.22266
H -2.84767 0.14018 1.49177
```

Results of the natural (NBO) charge analysis, in e, for atoms 1 through 4: Re 0.546; O -0.678; C 0.757; O -0.547

---

Entry from OMol25: a cluster of 2 separate species, C3H6IO3S in total (ωB97M-V/def2-TZVPD).

Results
HOMO energy (spin up / spin down): -3.5 / -4.3 eV
net charge: -1
frontier orbital gap (spin up / spin down): 6.4 / 7.3 eV
E_LUMO (spin up / spin down): 3.0 / 3.0 eV
energy above the lowest of the compared OMol25 structures with the same formula, charge and spin: 62.1 kcal/mol
E_tot: -1039.4678 Eh

```
14
C3H6IO3S (ωB97M-V/def2-TZVPD)
C 1.94577 0.63058 0.18605
C 0.57477 1.07436 -0.37203
C -0.63833 0.68853 0.50869
O -2.87683 -2.32084 0.53547
O -0.49184 -2.74014 0.52644
O -1.64878 -1.95287 -1.51405
S -1.58913 -2.05002 -0.06608
I -2.59602 1.45080 -0.10251
H 2.17163 0.91141 1.23905
H 1.99853 -0.38714 -0.04384
H 2.69036 1.07067 -0.43113
H 0.46452 0.39465 -1.36673
H 0.62642 2.10543 -0.54981
H -0.63107 1.12458 1.45047
```

Results of the natural (NBO) charge analysis, in e, for atoms 1 through 4: C -0.602; C -0.483; C -0.461; O -0.946

---

Entry from OMol25: a cluster of 8 separate species, C48H95IN2O17P in total (ωB97M-V/def2-TZVPD).

Results
HOMO energy: -11.1 eV
net charge: +1
frontier orbital gap: 8.3 eV
E_LUMO: -2.8 eV
E_tot: -3913.3953 Eh

```
164
C48H95IN2O17P (ωB97M-V/def2-TZVPD)
C -3.21581 1.46477 -2.35134
C -1.81820 0.83581 -2.49519
C -1.35853 0.98667 -3.95607
C -0.85364 1.60407 -1.60215
N 0.25350 0.78388 -1.06797
C 0.63925 -0.27446 -1.65113
C 1.73233 -0.99014 -0.99161
P 1.33797 -2.76428 -0.50607
C 0.28481 -2.79878 0.99244
C 0.14856 -3.26949 -1.80758
C 2.19696 0.07220 0.06548
O 3.30657 0.74540 -0.55888
C 2.72724 -0.60879 1.32335
C 3.69481 0.13143 2.26882
C 4.99310 -0.66606 2.41408
I 4.59833 -2.52779 3.41608
C 1.04687 1.12561 0.17715
C 0.10720 0.98158 1.36012
C 0.65643 1.41039 2.71548
C -0.44152 1.46910 3.78816
C -0.75067 0.11890 4.42626
C 0.43500 -0.43461 5.21459
N 0.85256 -1.75547 4.69791
C 1.64400 2.53875 0.04236
C 0.75024 3.69104 0.43313
O -0.32139 3.95283 -0.06303
O 1.31762 4.47572 1.38214
H -3.39182 1.70253 -1.31009
H -3.31075 2.36653 -2.93428
H -3.93366 0.75077 -2.73617
H -1.91264 -0.21328 -2.23725
H -1.74775 0.20274 -4.59618
H -1.71319 1.92818 -4.35742
H -0.27611 1.00030 -4.05636
H -1.38933 2.00788 -0.75688
H -0.43469 2.46746 -2.10318
H 0.22581 -0.67437 -2.55964
H 2.53878 -1.05679 -1.71396
H 0.92809 -2.92914 1.85085
H -0.38892 -1.95842 1.11427
H -0.31934 -3.69504 0.89797
H 0.40461 -2.86596 -2.77930
H -0.83484 -2.91017 -1.51218
H 0.11147 -4.34804 -1.85914
H 4.04798 0.13823 -0.55281
H 1.91282 -0.98127 1.93120
H 3.24619 -1.49791 0.97806
H 3.94332 1.14523 1.97393
H 3.25803 0.19288 3.25963
H 5.33357 -0.96767 1.43379
H 5.75546 -0.14997 2.97304
H -0.77773 1.58276 1.17748
H -0.25283 -0.03932 1.44415
H 1.12263 2.38763 2.67982
H 1.41085 0.73210 3.09034
H -0.05675 2.10845 4.57927
H -1.33034 1.96441 3.40906
H -1.04653 -0.59037 3.65760
H -1.58098 0.25822 5.10821
H 0.21433 -0.52709 6.26882
H 1.27670 0.25256 5.12960
H 0.69957 -1.78144 3.70071
H 1.84773 -1.87865 4.82559
H 2.00509 2.69378 -0.96594
H 2.51815 2.57885 0.67758
H 0.58235 4.96088 1.78352
O 0.14027 -6.45744 -1.63475
C -0.17792 -7.12330 -2.59197
O -1.45316 -7.11877 -2.97733
C -1.89477 -7.72751 -4.20955
C -2.16404 -9.20580 -4.03266
C 0.82059 -8.00168 -3.30640
H -1.18346 -7.52745 -5.01046
H -2.81202 -7.21679 -4.47216
H -1.26341 -9.75406 -3.75443
H -2.55029 -9.62709 -4.95979
H -2.89868 -9.36193 -3.24285
H 0.87757 -8.95552 -2.78348
H 1.79171 -7.51759 -3.25926
H 0.59122 -8.17668 -4.35352
O 6.95721 7.91936 -1.15685
C 5.77900 7.72669 -1.18610
O 5.22581 6.97534 -0.20520
C 3.81895 6.82440 -0.04035
C 3.26793 5.70049 -0.89222
C 4.90852 8.22865 -2.31726
H 3.30013 7.76690 -0.21772
H 3.68542 6.58747 1.01310
H 3.40019 5.89896 -1.95607
H 2.20760 5.56663 -0.70098
H 3.79382 4.77094 -0.66603
H 4.94827 7.50772 -3.13249
H 5.32193 9.17068 -2.66446
H 3.87041 8.40171 -2.04316
O 0.87067 1.46274 8.73922
C 1.71880 0.62171 8.81517
O 2.28807 0.19728 7.66354
C 3.49742 -0.56294 7.61923
C 3.27237 -2.04308 7.83454
C 2.11204 -0.02293 10.12171
H 4.22819 -0.15027 8.31680
H 3.89037 -0.39054 6.61736
H 2.87140 -2.24528 8.82666
H 4.21071 -2.58655 7.72582
H 2.55742 -2.43394 7.10973
H 1.42501 -0.84287 10.32520
H 2.01198 0.71973 10.90789
H 3.13251 -0.39743 10.14341
O -3.98369 -6.86610 -6.43773
C -4.93273 -6.15306 -6.60851
O -5.36980 -5.41144 -5.57406
C -6.37907 -4.40729 -5.70918
C -7.77501 -4.98188 -5.59375
C -5.68954 -6.13214 -7.91625
H -6.23997 -3.84486 -6.63314
H -6.19307 -3.71638 -4.88918
H -7.98628 -5.68938 -6.39492
H -8.51763 -4.18551 -5.63563
H -7.88449 -5.51309 -4.64918
H -6.41698 -6.94225 -7.90812
H -4.97931 -6.30931 -8.71851
H -6.20087 -5.19554 -8.12342
O 0.22831 7.93380 7.48011
C 0.97142 7.02521 7.70433
O 1.67919 6.50756 6.67217
C 2.71960 5.54529 6.84233
C 2.17424 4.13436 6.88696
C 1.08712 6.39100 9.07131
H 3.33382 5.77778 7.71310
H 3.35721 5.67242 5.97121
H 1.52665 3.97871 7.74841
H 2.98610 3.40783 6.93964
H 1.58135 3.92840 5.99624
H 0.30245 5.64297 9.17504
H 0.93159 7.16743 9.81442
H 2.04993 5.92656 9.27025
O 1.41668 -7.03060 -6.61800
C 1.69730 -5.87477 -6.73906
O 1.34429 -5.02840 -5.74500
C 1.76596 -3.67042 -5.66672
C 0.85257 -2.74457 -6.44526
C 2.35700 -5.32684 -7.98310
H 2.81020 -3.55782 -5.96170
H 1.71440 -3.43391 -4.60446
H 0.87352 -2.96386 -7.51192
H 1.15159 -1.70460 -6.30471
H -0.17706 -2.86442 -6.10729
H 1.58459 -5.11366 -8.72053
H 3.01527 -6.09408 -8.37927
H 2.95100 -4.43070 -7.81782
O -4.08717 4.76165 -3.08576
C -5.07157 4.87570 -2.40952
O -5.09967 4.28518 -1.20121
C -6.12998 4.51300 -0.23325
C -7.32427 3.60776 -0.44866
C -6.30661 5.58395 -2.91516
H -6.40905 5.56630 -0.21111
H -5.66370 4.29131 0.72438
H -7.80527 3.79734 -1.40784
H -8.06091 3.75916 0.33953
H -7.01125 2.56394 -0.43849
H -6.89788 4.87980 -3.49842
H -5.98743 6.39498 -3.56310
H -6.92785 6.01176 -2.13258
```

Results of the Mulliken charge analysis, in e, for atoms 1 through 4: C -1.936; C 0.934; C -1.720; C -1.091

---

Entry from OMol25: a structure of composition C17H17BrN4O2ReS (ωB97M-V/def2-TZVPD).

Results
HOMO energy (spin up / spin down): -15.0 / -15.1 eV
net charge: +2
2S+1: 4
frontier orbital gap (spin up / spin down): 7.3 / 6.1 eV
E_LUMO (spin up / spin down): -7.8 / -8.9 eV
energy above the lowest of the compared OMol25 structures with the same formula, charge and spin: 5.7 kcal/mol
E_tot: -4077.4240 Eh
<S²>: 3.800

```
43
C17H17BrN4O2ReS (ωB97M-V/def2-TZVPD)
Re 1.13941 0.14312 -0.68492
C -0.47702 0.95583 4.94062
C 0.22738 -0.30208 4.45767
N 1.32472 -0.02997 3.54043
C 1.19948 0.48467 2.33935
S 2.57219 0.19161 1.17976
N 0.17992 1.16639 1.90134
N 0.16822 1.44416 0.60540
C -0.43332 2.53485 0.14559
C -1.25785 3.41739 0.98845
C -0.07858 2.78885 -1.23482
C -0.56262 3.82670 -2.03485
C -0.06490 3.98370 -3.32033
C 0.92363 3.11614 -3.76765
C 1.35200 2.09213 -2.93628
N 0.85552 1.91388 -1.71407
H -1.30211 0.67120 5.58559
H -0.87494 1.52414 4.10750
H 0.21089 1.58158 5.49900
H -0.49151 -0.94447 3.93770
H 0.64765 -0.85163 5.29969
H 2.24345 -0.37103 3.79714
H -1.07266 3.20674 2.03880
H -2.31825 3.23979 0.80025
H -1.07119 4.46881 0.77770
H -1.31903 4.49592 -1.65352
H -0.43029 4.77608 -3.95686
H 1.35583 3.22950 -4.74841
H 2.12822 1.40787 -3.26023
Br -0.55260 -2.07901 0.69358
C -0.55680 -3.46445 -0.62950
C -1.11817 -4.70048 -0.37683
C -1.08836 -5.64607 -1.39256
C -0.56102 -5.33966 -2.63932
C -0.00719 -4.09061 -2.88157
C 0.01582 -3.15566 -1.86338
C 0.61562 -1.80433 -1.93421
O -0.05802 -0.79523 -2.24802
O 1.77391 -1.61573 -1.44914
H -1.56855 -4.93371 0.57515
H -1.48602 -6.63042 -1.20720
H -0.58187 -6.07326 -3.42988
H 0.39900 -3.83327 -3.84716
```

Results of the natural (NBO) charge analysis, in e, for atoms 1 through 4: Re 1.510; C -0.621; C -0.221; N -0.531

---

Entry from OMol25: a structure of composition C24H37IIrN5O (ωB97M-V/def2-TZVPD).

Results
HOMO energy (spin up / spin down): 2.3 / -2.4 eV
net charge: -2
2S+1: 5
frontier orbital gap (spin up / spin down): 1.6 / 5.9 eV
E_LUMO (spin up / spin down): 3.9 / 3.5 eV
E_tot: -1687.5448 Eh
<S²>: 6.009

```
69
C24H37IIrN5O (ωB97M-V/def2-TZVPD)
C 1.02022 0.11823 -7.62509
I 1.54609 0.90767 -5.71942
H 0.06703 -0.43008 -7.50849
H 1.84149 -0.52137 -7.96904
H 0.91747 1.00157 -8.27672
C -0.60355 3.91556 -0.29463
C -1.64758 3.50529 -1.04042
N -1.39076 2.19695 -1.42199
C -0.25202 1.76464 -0.83564
N 0.26895 2.84204 -0.20176
H -0.40111 4.84420 0.20011
H -2.53934 4.01123 -1.34317
C 2.57941 -3.73015 -0.63348
C 1.41603 -1.87907 -1.14412
N 2.34265 -2.40480 -0.31048
H 1.76604 -4.89434 -2.32459
N 1.17630 -2.84190 -2.07095
H 3.25519 -4.33006 -0.06160
Ir 0.57806 -0.05806 -1.01813
C 1.69247 0.47300 -2.41098
O 2.62166 0.91268 -2.99354
C 1.85800 -4.00320 -1.73813
C 0.36914 -2.71120 -3.27408
H -0.53623 -3.33347 -3.20419
H 0.94980 -3.04817 -4.14619
H 0.07501 -1.66525 -3.44105
C 3.05993 -1.70390 0.73659
H 4.14111 -1.84516 0.59711
H 2.78915 -2.10157 1.72514
H 2.83669 -0.62795 0.69706
C 1.51491 2.88207 0.54050
H 2.03527 3.82463 0.32455
H 2.15538 2.03093 0.26628
H 1.31069 2.82726 1.61930
C -2.26814 1.40485 -2.26292
H -1.71114 0.57985 -2.72905
H -2.69138 2.04270 -3.04696
H -3.09776 0.98670 -1.67419
C 1.66197 0.09624 5.12066
C 0.76297 0.58513 4.01809
C 0.02142 1.75467 4.20605
C -0.94919 2.17611 3.29072
C -1.73862 3.42732 3.49535
C -1.19743 1.36965 2.19204
C -0.35107 0.29359 1.87481
C 0.62251 -0.10627 2.81516
N -0.56477 -0.42066 0.67174
C -1.61162 -1.46951 0.72712
C -1.16013 -2.53371 1.70821
C -2.90483 -0.86998 1.24377
C -1.90832 -2.06876 -0.62232
H 2.40899 0.85865 5.38451
H 1.07435 -0.10358 6.02973
H 2.18437 -0.82974 4.84833
H 0.15650 2.32172 5.12750
H -2.42317 3.32860 4.34561
H -1.08208 4.27594 3.71675
H -2.33423 3.67917 2.61150
H -2.05231 1.57048 1.54302
H 1.23235 -0.98660 2.59721
H -1.88547 -3.35549 1.68560
H -0.18214 -2.92764 1.41785
H -1.08562 -2.12734 2.72486
H -3.23707 -0.03248 0.62235
H -3.67840 -1.64478 1.20063
H -2.82420 -0.53463 2.28225
H -2.05001 -1.30011 -1.38402
H -1.10830 -2.72872 -0.94215
H -2.84157 -2.63956 -0.53855
```

Results of the natural (NBO) charge analysis, in e, for atoms 1 through 4: C -1.280; I -0.228; H 0.203; H 0.204